Entry from the OMol25 dataset: C2H4IPS as an isolated structure in a non-equilibrium geometry (ωB97M-V/def2-TZVPD).

The geometry in XYZ format:
```
9
Properties=species:S:1:pos:R:3:forces:R:3
C 1.66109 -0.44376 0.26774 0.93 0.66 0.63
C -0.87643 -0.59245 -0.38582 -1.27 0.89 1.70
P 0.70972 -0.41849 -1.09133 -0.11 -0.04 -0.69
S -1.64441 1.96349 -0.46982 0.56 -1.54 0.08
I 3.66687 0.05841 0.01615 0.12 -0.19 -0.05
H 1.46091 -0.39134 1.33647 -0.51 -0.31 -0.33
H -1.79100 -0.71618 -0.98243 0.63 -0.22 0.27
H -0.94441 -0.84803 0.73244 -0.14 0.51 -1.81
H -2.24233 1.38836 0.57660 -0.22 0.23 0.19
```
Positions in Å, forces in eV/Å.

Values from the calculation:
- energy relative to the best compared isomer or geometry (same formula, charge and spin) (kJ/mol) = 327.5
- electronic energy (eV) = -30359.788
- frontier orbital gap (alpha / beta) (eV) = 6.8 / 7.1
- HOMO (alpha / beta) (Eh) = -0.316 / -0.324
- multiplicity = 1

The net atomic charges from Löwdin, expressed in e, are: number 1, C, carries -1.04; number 2, C, carries -0.43; number 3, P, carries 0.71; number 4, S, carries 0.32; number 5, I, carries 0.71; number 6, H, carries -0.02; number 7, H, carries -0.01; number 8, H, carries 0.05; number 9, H, carries -0.29


Entry from the OMol25 dataset: a 2-piece molecular cluster, CH2NO3PS overall in a non-equilibrium geometry (ωB97M-V/def2-TZVPD).

The geometry in XYZ format:
```
9
Properties=species:S:1:pos:R:3:forces:R:3
C 2.32491 -1.48968 -0.11344 0.33 -0.24 -0.44
N 2.30658 -2.61477 -0.33597 -0.10 -0.69 0.00
O 2.44627 0.99830 -1.24188 0.60 -1.53 0.31
O 3.87426 0.42692 0.86512 1.36 -0.69 0.10
O 1.48017 0.74444 1.03130 -1.61 -0.47 -0.13
P 2.64833 0.26426 0.06391 -1.26 3.73 -0.36
S -1.17987 -0.52161 0.28814 0.70 -1.06 -1.45
H 0.52502 0.60257 0.64561 1.33 -0.09 0.63
H -0.30772 -1.23348 -0.62341 -1.36 1.03 1.34
```
Positions in Å, forces in eV/Å.

Values from the calculation:
- energy relative to the best compared isomer or geometry (same formula, charge and spin) (kJ/mol) = 92.9
- electronic energy (eV) = -28828.810
- frontier orbital gap (eV) = 6.8
- HOMO (Eh) = -0.008
- total charge = -2
- multiplicity = 1

The net atomic charges from Löwdin, expressed in e, are: number 1, C, carries -0.31; number 2, N, carries 0.04; number 3, O, carries -0.41; number 4, O, carries -0.39; number 5, O, carries -0.31; number 6, P, carries 0.06; number 7, S, carries -0.24; number 8, H, carries -0.11; number 9, H, carries -0.33


Entry from the OMol25 dataset: C5H10O2 in the gas phase (ωB97M-V/def2-TZVPD).

The geometry in XYZ format:
```
17
Properties=species:S:1:pos:R:3:forces:R:3
C -1.98668 -0.75961 -0.94882 0.04 -0.02 -0.05
C -1.55866 0.32950 0.02737 -0.24 0.07 -0.13
O -0.40735 -0.04252 0.76904 -0.01 -0.07 0.08
C 0.81716 0.49938 0.33691 0.12 0.12 0.00
C 1.82017 0.25137 1.45600 0.08 -0.01 0.03
C 1.34096 -0.18201 -0.91910 0.24 0.17 -0.25
O 1.98792 0.38381 -1.76732 -0.34 -0.29 0.37
H -2.97898 -0.54250 -1.35703 0.12 0.03 0.04
H -1.29096 -0.85276 -1.79035 -0.08 0.02 0.14
H -2.03626 -1.72440 -0.43389 0.01 0.15 -0.05
H -1.37970 1.28220 -0.49334 -0.03 -0.15 0.05
H -2.35369 0.50619 0.76164 0.12 -0.06 -0.11
H 0.72494 1.57526 0.12456 0.01 -0.13 0.03
H 2.79925 0.66677 1.20235 -0.13 -0.05 0.03
H 1.45473 0.70887 2.37883 0.05 -0.04 -0.13
H 1.92020 -0.82582 1.62606 0.02 0.13 -0.01
H 1.12696 -1.27374 -0.97290 0.02 0.13 -0.03
```
Positions in Å, forces in eV/Å.

Values from the calculation:
- energy relative to the best compared isomer or geometry (same formula, charge and spin) (kJ/mol) = 164.1
- electronic energy (eV) = -9441.342
- frontier orbital gap (eV) = 10.6
- HOMO (Eh) = -0.352
- multiplicity = 1
- SMILES = CCO[C@@H](C)C=O

The net atomic charges from Löwdin, expressed in e, are: number 1, C, carries -0.07; number 2, C, carries -0.26; number 3, O, carries -0.13; number 4, C, carries -0.39; number 5, C, carries -0.02; number 6, C, carries -0.22; number 7, O, carries 0.07; number 8, H, carries 0.08; number 9, H, carries 0.07; number 10, H, carries 0.08; number 11, H, carries 0.12; number 12, H, carries 0.12; number 13, H, carries 0.15; number 14, H, carries 0.09; number 15, H, carries 0.09; number 16, H, carries 0.09; number 17, H, carries 0.14